Formula: C5F2N2S2
Source: OMol25
Level of theory: ωB97M-V with the def2-TZVPD basis set

Output
HOMO (spin up / spin down) = -8.50 / -8.50 eV

Last column: Mulliken charge in e.
Element x y z (Å)
C1 0.366 1.696 -2.067  0.5774
C2 -0.156 1.262 1.431  0.4156
C3 -0.381 -1.611 -1.115  -0.7879
C4 -0.609 -0.611 -0.319  0.2331
C5 -0.235 -1.841 0.376  0.7344
N1 -0.383 1.853 -1.144  -0.2940
N2 0.302 1.021 2.486  -0.2664
F1 0.971 -2.003 1.019  -0.2516
F2 -1.177 -2.444 1.172  -0.2621
S1 1.164 1.895 -3.369  -0.2643
S2 -1.082 0.944 0.056  0.1658


Formula: C5H10
Source: OMol25
Level of theory: ωB97M-V with the def2-TZVPD basis set

Output
energy relative to the best compared isomer or geometry (same formula, charge and spin) = 4.2272 eV
HOMO = -9.23 eV
SMILES = CC1(C)CC1

Last column: Mulliken charge in e.
Element x y z (Å)
C1 -1.513 -0.638 0.027  -1.1999
C2 -0.129 0.011 -0.214  0.9206
C3 -0.113 1.544 -0.123  -1.2654
C4 1.203 -0.619 -0.647  -0.3482
C5 0.957 -0.397 0.826  -1.0762
H1 -2.184 -0.922 -0.930  0.2504
H2 -2.439 -0.186 0.541  0.2869
H3 -1.129 -1.540 0.288  0.3288
H4 -0.458 1.851 0.819  0.4672
H5 -0.428 1.706 -1.236  0.3245
H6 0.988 1.751 0.194  0.2042
H7 1.971 -0.211 -1.330  0.2402
H8 1.167 -1.717 -0.764  0.2414
H9 1.466 0.551 1.263  0.1693
H10 0.641 -1.183 1.287  0.4563


Formula: C5H10
Source: OMol25
Level of theory: ωB97M-V with the def2-TZVPD basis set

Output
energy relative to the best compared isomer or geometry (same formula, charge and spin) = 2.5964 eV
HOMO = -9.36 eV
SMILES = C=CC.C=C

Last column: Mulliken charge in e.
Element x y z (Å)
C1 0.688 -1.453 -0.634  -0.6691
C2 0.562 -0.374 -1.378  -0.1621
C3 -0.658 0.469 -1.481  -0.9497
H1 -0.155 -1.936 -0.155  0.3254
H2 1.625 -1.975 -0.606  0.2463
H3 1.365 -0.049 -2.046  0.3300
H4 -0.865 0.021 -2.484  0.3287
H5 -0.436 1.577 -1.369  0.2549
H6 -1.490 0.209 -0.793  0.2793
C4 -0.477 0.076 2.007  -0.5187
C5 0.180 1.113 1.480  -0.5562
H7 -1.257 0.198 2.740  0.2500
H8 -0.164 -0.952 1.949  0.2499
H9 1.041 0.995 0.830  0.3221
H10 0.042 2.082 1.940  0.2692